{"formula": "C13H19Cl2CrN", "method": "ωB97M-V with the def2-TZVPD basis set", "symbols": ["Cr", "Cl", "Cl", "C", "H", "H", "C", "C", "H", "C", "H", "C", "H", "H", "C", "H", "H", "C", "H", "H", "H", "H", "C", "C", "C", "C", "N", "C", "C", "H", "H", "H", "H", "H", "H", "H"], "positions_angstrom": [[-0.498905, -0.672360, -0.252066], [-1.349272, 1.373686, -0.592483], [1.233494, -1.840912, 0.421263], [-1.817650, -1.820011, 0.019031], [-1.569714, -2.943948, -0.278125], [-2.733916, -1.472361, -0.648688], [1.124352, -0.380531, -2.153643], [-0.069266, -0.888950, -2.201820], [1.930994, -0.842009, -1.617685], [-1.330498, -0.259172, -2.986846], [-0.372200, -2.032864, -2.095401], [-0.812037, 0.691469, -4.059707], [-1.870404, -1.114694, -3.431979], [-2.120043, 0.248441, -2.372484], [0.098806, 1.711715, -3.364582], [-0.211819, 0.120636, -4.777510], [-1.620144, 1.148647, -4.668877], [1.323706, 1.081620, -2.550343], [0.613753, 2.313403, -4.134350], [-0.529585, 2.329733, -2.703190], [2.213230, 1.224348, -3.257405], [1.499928, 1.705536, -1.604747], [0.860872, 1.488803, 5.878240], [0.504481, 1.070976, 4.457924], [-0.161821, -0.124248, 4.182241], [-0.429955, -0.510548, 2.867591], [-0.092423, 0.238520, 1.817191], [0.522979, 1.412139, 2.051974], [0.824167, 1.849120, 3.343689], [-0.009236, 1.520060, 6.558249], [1.582862, 0.792942, 6.340403], [1.322780, 2.488903, 5.904049], [-0.490562, -0.786117, 4.976346], [-0.920429, -1.462043, 2.674399], [0.737291, 2.046247, 1.193591], [1.282716, 2.829796, 3.467990]], "forces_ev_per_a": [[1.61, 2.14, 2.09], [-0.94, 1.92, 0.74], [1.60, -1.85, 0.83], [-2.77, -2.88, -2.63], [-0.74, 1.73, 1.02], [1.05, -0.77, 1.45], [2.49, 3.24, 0.17], [-6.16, -4.10, -3.15], [0.27, -0.39, -0.35], [0.10, -0.71, -0.28], [1.44, 2.08, 0.03], [0.36, -0.24, 0.11], [0.38, 0.16, -0.05], [1.20, -0.61, -0.46], [0.82, 0.28, -0.06], [0.05, -0.09, -0.01], [0.34, 0.06, 0.57], [-0.16, 0.74, -0.58], [-0.56, 0.22, 0.24], [0.53, -0.12, -0.39], [-0.78, -0.45, 1.24], [-0.12, -0.74, -1.31], [0.06, 0.11, 0.14], [-0.16, -0.11, -0.11], [0.00, -0.07, -0.09], [0.33, 0.45, 0.50], [0.29, 0.81, 0.77], [-0.51, -0.56, 0.62], [0.08, 0.17, -0.07], [0.20, -0.08, -0.44], [-0.25, 0.16, -0.31], [-0.17, -0.33, -0.13], [0.10, 0.06, 0.07], [0.06, 0.24, -0.25], [-0.07, -0.27, 0.06], [0.04, -0.22, 0.01]], "multiplicity": 4, "de_lowest_ev": 2.972, "gap_ev": [5.21, 6.85], "e_tot_ev": -68744.680, "total_charge": -1, "homo_energy_ev": [-2.35, -3.99], "largest_force_ev_per_a": 8.04}